Entry 1:
C50H90O31 as an isolated structure at a distorted geometry. Source: OMol25; level of theory: ωB97M-V/def2-TZVPD.

Last column: Mulliken charge in e.
Positions of all 171 atoms, in Å:
C: 2.7207 1.6875 1.4780  -1.54
O: 2.6205 2.9940 2.0980  0.67
C: 3.5707 3.9170 1.9116  -0.44
O: 4.6640 3.7132 1.3513  -0.65
O: 3.1232 5.0379 2.4533  -0.31
C: 3.8483 6.2873 2.2610  -0.79
H: 1.7051 1.2922 1.4564  -0.14
H: 3.3225 0.8731 1.8814  1.49
H: 3.0519 1.8164 0.4476  0.48
H: 4.2562 6.4949 1.2717  0.35
H: 4.7279 6.2705 2.9046  0.30
H: 3.1714 7.1044 2.5103  0.26
C: -2.7497 3.1287 0.7324  -1.36
O: -2.1378 3.1400 2.0091  -0.25
C: -0.8162 3.0410 2.1233  0.60
O: -0.0411 3.0566 1.1810  -0.49
O: -0.4786 2.9403 3.4796  -0.28
C: 0.8265 3.1336 3.9267  -0.09
H: -3.8267 3.0162 0.8574  0.40
H: -2.3497 2.2849 0.1702  0.00
H: -2.5386 4.0361 0.1667  1.05
H: 1.6075 2.9198 3.1970  -0.40
H: 1.0879 2.5514 4.8103  0.46
H: 0.9649 4.1611 4.2631  0.35
C: 3.1027 0.7704 -1.8233  -1.06
O: 3.4440 0.4133 -0.4949  -0.32
C: 3.1507 -0.6849 0.0549  0.12
O: 2.5442 -1.5919 -0.5288  -0.55
O: 3.6879 -0.6570 1.3034  -0.40
C: 3.6485 -1.7725 2.1333  -0.76
H: 3.4948 1.7499 -2.0969  -0.01
H: 2.0151 0.7048 -1.8554  -0.23
H: 3.5846 0.0462 -2.4801  1.20
H: 4.5642 -1.7770 2.7246  0.38
H: 3.7109 -2.7075 1.5765  0.60
H: 2.7560 -1.8154 2.7576  -0.29
C: 2.6487 -5.8543 -4.4753  -0.79
O: 1.8330 -4.7095 -4.1510  -0.31
C: 2.3614 -3.5954 -3.6052  0.61
O: 3.5918 -3.3930 -3.4536  -0.68
O: 1.4113 -2.8411 -3.2467  -0.21
C: 1.6008 -1.4373 -3.0260  -0.71
H: 3.2875 -6.1148 -3.6314  0.33
H: 3.2861 -5.8095 -5.3584  0.30
H: 2.0473 -6.7457 -4.6537  0.28
H: 0.9656 -1.0855 -2.2131  0.31
H: 1.3468 -0.9157 -3.9488  0.10
H: 2.6011 -1.2198 -2.6516  1.24
C: -3.2648 1.8627 3.6438  -0.23
O: -4.1093 1.7245 2.5112  -0.37
C: -4.1118 0.5974 1.7988  0.26
O: -3.5623 -0.4682 2.0797  0.30
O: -4.8583 0.8429 0.7078  -0.27
C: -5.1554 -0.1424 -0.2662  -0.33
H: -3.2010 2.9176 3.9107  0.46
H: -2.2961 1.3718 3.5499  -0.93
H: -3.7837 1.3654 4.4632  0.41
H: -4.4779 -0.9938 -0.2007  -0.21
H: -5.2271 0.3204 -1.2504  0.30
H: -6.1689 -0.4733 -0.0394  0.52
C: -2.0332 -0.7748 4.3294  -1.56
O: -1.0877 -1.4433 3.5544  -0.16
C: -0.7113 -2.6979 3.7985  0.58
O: -1.0195 -3.4451 4.7100  -0.63
O: 0.0680 -3.0475 2.7608  0.09
C: 0.6087 -4.4376 2.6861  -1.16
H: -3.0174 -0.9467 3.8935  0.23
H: -1.8034 0.2900 4.2886  1.02
H: -2.0399 -1.1243 5.3618  0.23
H: 1.0704 -4.6746 3.6446  0.62
H: 1.2370 -4.3861 1.7969  0.04
H: -0.1292 -5.2035 2.4472  0.24
C: 2.2310 3.2147 -1.6688  1.73
C: 1.4240 4.3662 -2.2214  -0.60
C: 2.4634 5.4974 -2.3418  -0.77
O: 3.7002 4.9965 -1.7371  -0.69
C: 3.3009 3.9065 -0.8566  -0.63
H: 2.7323 2.6257 -2.4368  0.03
H: 1.6974 2.5650 -0.9751  0.33
H: 0.6644 4.7029 -1.5159  -0.31
H: 0.9414 4.2257 -3.1886  0.03
H: 2.1810 6.3567 -1.7336  0.31
H: 2.5718 6.0275 -3.2880  0.39
H: 2.9874 4.3858 0.0707  0.33
H: 4.1833 3.3057 -0.6362  0.61
C: 2.6479 -0.4448 4.6204  -1.04
C: 1.1034 -0.6721 4.4886  -0.81
C: 0.6672 0.0894 3.2647  1.25
O: 1.7921 0.8687 2.9086  0.58
C: 2.7498 0.9886 4.0011  -0.68
H: 3.0351 -1.2804 4.0374  0.17
H: 2.8931 -0.4279 5.6823  0.50
H: 0.5408 -0.2957 5.3430  0.82
H: 0.7993 -1.7161 4.4141  0.12
H: -0.2488 0.6761 3.3348  -0.68
H: 0.4561 -0.6624 2.5043  -0.80
H: 2.4015 1.7726 4.6736  0.70
H: 3.7282 1.2480 3.5966  0.29
C: 0.4996 0.0630 0.5360  1.24
C: -0.6548 -0.6865 1.0514  1.41
C: -1.7424 0.0094 0.3195  -0.61
O: -1.2953 0.3597 -0.9887  1.52
C: 0.0854 0.6194 -0.8501  0.00
H: 1.3594 -0.6028 0.4611  -0.47
H: 0.6537 0.9263 1.1834  -0.40
H: -0.7428 -0.4823 2.1185  -0.35
H: -0.6665 -1.7427 0.7826  0.57
H: -2.1626 0.8840 0.8161  -0.28
H: -2.6182 -0.6151 0.1428  -0.65
H: 0.3166 1.6761 -0.9844  -0.61
H: 0.5737 0.0180 -1.6168  -0.09
O: -3.9186 0.8136 -1.5038  -0.56
C: -3.0839 1.6395 -1.7800  0.48
O: -2.9523 2.7978 -1.1555  -0.47
C: -1.7563 3.5215 -1.4649  -0.04
C: -1.0838 2.6691 -2.5953  0.43
C: -2.0609 1.5333 -2.8995  -1.00
H: -1.1445 3.6500 -0.5720  -0.44
H: -2.0184 4.5095 -1.8432  0.28
H: -0.1367 2.2049 -2.3205  -0.01
H: -0.9146 3.3090 -3.4614  1.27
H: -1.5801 0.5556 -2.9290  -0.77
H: -2.6467 1.7676 -3.7883  1.31
O: -1.3988 -5.7564 0.2640  -0.71
C: -0.6972 -4.8372 -0.2027  0.32
O: -1.2213 -3.6610 -0.5994  -0.17
C: -0.1662 -2.7998 -1.0756  0.79
C: 1.0675 -3.3456 -0.4702  0.02
C: 0.8103 -4.8465 -0.4078  -1.22
H: -0.2740 -1.7612 -0.7628  0.47
H: 0.0526 -2.8107 -2.1434  0.13
H: 1.2012 -2.8922 0.5120  -0.98
H: 1.9461 -3.1338 -1.0795  0.61
H: 1.3849 -5.3403 0.3759  0.47
H: 0.9730 -5.2792 -1.3949  0.40
O: -2.2653 -4.0052 -4.4106  -0.71
C: -2.2597 -2.9824 -3.7278  0.20
O: -1.1265 -2.3221 -3.5637  -0.33
C: -1.2965 -1.3111 -2.5483  2.33
C: -2.7901 -1.4283 -2.1151  0.39
C: -3.4410 -2.4033 -3.0696  -0.78
H: -1.0359 -0.4327 -3.1387  -1.31
H: -0.6233 -1.3556 -1.6923  -1.80
H: -3.2554 -0.4435 -2.1571  -0.11
H: -2.8815 -1.8145 -1.1000  -1.46
H: -4.0416 -1.8959 -3.8245  0.39
H: -4.0226 -3.2133 -2.6295  0.31
O: 1.3944 0.5022 -2.5917  -0.19
C: 1.0711 0.8808 -3.7080  0.88
O: 1.2904 2.1021 -4.1101  -0.23
C: 0.8077 2.2710 -5.3789  -0.53
C: -0.3779 1.2431 -5.4716  -0.13
C: 0.2668 0.0905 -4.7730  -1.01
H: 1.5051 1.8695 -6.1141  0.50
H: 0.5725 3.3241 -5.5332  0.39
H: -0.5418 1.0521 -6.5322  0.45
H: -1.2648 1.4538 -4.8740  -0.14
H: 0.8910 -0.5569 -5.3889  1.08
H: -0.4933 -0.5078 -4.2706  0.66
O: -5.8635 -4.3491 1.0003  -0.67
C: -4.7825 -3.9755 1.4536  0.00
O: -4.7271 -3.4654 2.7649  -0.50
C: -3.3800 -2.9919 3.1267  -0.25
C: -2.6957 -2.8042 1.8073  2.00
C: -3.3468 -3.8238 0.8792  -1.45
H: -2.7834 -3.6792 3.7265  0.44
H: -3.5155 -2.0840 3.7145  0.08
H: -1.6163 -2.9504 1.8472  -1.26
H: -2.8935 -1.7773 1.4998  0.23
H: -2.8199 -4.7537 1.0933  0.93
H: -3.2309 -3.6045 -0.1822  0.26

As for the largest force on an atom: 18.53 eV Å⁻¹. The LUMO energy is 0.0 eV. Its energy is -4290.12234 Ha. As for the charge: 0. The calculation puts the molar mass at 1187.24 g/mol. Its HOMO energy is -8.490 eV. For the HOMO-LUMO gap, the calculation gives 8.4 eV.


Entry 2:
C5H5NO2 as an isolated structure at a distorted geometry. Source: OMol25; level of theory: ωB97M-V/def2-TZVPD.

Last column: Mulliken charge in e.
Positions of all 13 atoms, in Å:
C: -0.3556 0.5950 -0.4682  0.30
C: 0.9034 -0.0796 -1.2470  -0.44
C: 0.4277 -1.4199 -0.3872  0.34
C: -0.0110 0.9795 0.9290  -0.99
C: 0.2818 1.7178 1.8107  0.15
H: -1.6695 -0.8512 1.3735  0.37
H: -0.9594 1.2596 -1.0286  0.34
H: 0.5148 -0.6112 -2.5147  0.25
H: 1.9608 0.4999 -1.1931  0.31
H: 0.6344 2.6613 2.4719  0.36
N: -0.8417 -0.9461 -0.3025  -0.07
O: -1.9011 -1.3935 0.5386  -0.35
O: 1.0153 -2.4114 0.0176  -0.57

As for the largest force on an atom: 5.39 eV Å⁻¹. The LUMO energy is 0.5 eV. Its energy is -398.50915 Ha. As for the charge: 0. The calculation puts the molar mass at 111.10 g/mol. Its HOMO energy is -9.749 eV. For the HOMO-LUMO gap, the calculation gives 10.2 eV.